58
Properties=species:S:1:pos:R:3:forces:R:3 method="wB97M-V/def2-TZVPD" total_charge=+2 homo_lumo_gap_ev="7.02 / 6.87" homo_ha="-0.566 / -0.567"
Co -0.01413 0.14031 1.04681 0.6 0.2 1.7
C -1.36871 -1.99017 2.70941 0.0 0.1 0.1
C -0.13055 -1.57832 3.45268 0.2 0.0 0.0
N 0.22146 -0.17723 3.12640 -0.6 0.0 -0.3
C -0.49639 0.86899 3.89327 -0.1 -0.2 0.1
C -1.87794 1.22065 3.36231 -0.1 0.0 0.0
S -2.00407 1.25162 1.53361 1.0 -0.1 -0.3
C -3.20232 -0.07348 1.16992 -0.1 0.1 0.1
C -2.55380 -1.35122 0.65478 -0.2 0.0 0.0
N -1.24255 -1.58296 1.28906 0.5 0.5 -0.7
H -2.24682 -1.50850 3.13491 0.0 0.0 -0.1
H -1.51968 -3.06691 2.79001 -0.1 0.0 0.0
H 0.70939 -2.20670 3.14845 0.0 0.1 0.0
H -0.26526 -1.70991 4.52615 0.0 0.0 0.1
H 1.20765 -0.07359 3.35965 0.1 0.1 -0.1
H 0.11875 1.75622 3.86522 0.2 0.1 0.0
H -0.59675 0.57740 4.93925 0.0 -0.1 0.1
H -2.12280 2.22819 3.69021 -0.1 0.0 0.0
H -2.66063 0.55825 3.72610 0.0 0.0 0.0
H -3.87341 0.33005 0.41469 -0.1 0.0 0.0
H -3.78826 -0.21855 2.07549 0.0 0.0 0.0
H -2.40059 -1.28898 -0.41783 0.0 0.0 -0.1
H -3.23045 -2.18680 0.84243 0.0 -0.1 0.0
H -0.78413 -2.33455 0.78289 0.0 -0.1 0.0
S 1.33244 2.05026 1.53787 -0.7 -0.5 -1.0
C 2.55047 1.13797 2.23243 0.6 -0.3 0.4
N 3.33400 0.45784 2.75335 -0.4 0.3 -0.3
C -0.44929 0.27678 -3.92013 -0.1 -0.1 -0.1
C -0.80651 -0.00525 -2.45871 -0.1 0.1 0.3
C -2.03647 0.81324 -2.03852 0.1 0.0 -0.2
P 0.58988 0.18605 -1.25987 -0.7 0.4 -0.3
C 1.65286 1.60802 -1.76700 -0.2 -0.1 0.1
C 2.52346 1.47092 -3.02293 -0.1 0.0 0.0
C 0.78663 2.87673 -1.78649 0.0 0.0 -0.1
C 1.46395 -1.42216 -1.21300 0.1 0.0 0.2
C 2.36869 -1.41634 0.02768 -0.1 -0.1 -0.2
C 2.18310 -1.89179 -2.47463 0.0 -0.2 0.1
H -1.27277 -0.07641 -4.54388 0.0 0.0 0.0
H 0.45119 -0.23603 -4.25047 0.0 0.0 0.0
H -0.33597 1.34355 -4.10834 0.0 0.0 0.0
H -1.05076 -1.06922 -2.36575 0.0 -0.1 0.0
H -1.88598 1.87908 -2.21249 0.0 0.0 0.0
H -2.28134 0.67930 -0.98613 0.0 0.1 -0.2
H -2.90162 0.50533 -2.62831 0.0 0.0 0.0
H 2.32776 1.68860 -0.92821 0.3 0.1 0.4
H 1.95405 1.30422 -3.93243 0.0 0.0 0.0
H 3.27177 0.68885 -2.93128 0.0 0.1 0.0
H 3.05893 2.41416 -3.14808 0.0 0.0 0.0
H 0.15941 2.92219 -2.67757 0.0 0.0 0.0
H 1.43908 3.75097 -1.80571 0.0 0.0 0.0
H 0.13934 2.96376 -0.90890 0.0 0.0 0.0
H 0.63794 -2.12116 -1.02819 0.0 0.0 0.0
H 3.24924 -0.78499 -0.10808 -0.1 0.1 0.1
H 2.71383 -2.42526 0.26147 0.0 0.1 0.0
H 1.84249 -1.04527 0.93237 0.1 0.0 0.1
H 3.01158 -1.24437 -2.74417 0.0 0.0 0.0
H 1.50929 -1.97629 -3.32653 0.0 0.0 0.0
H 2.59134 -2.88708 -2.28524 0.0 0.0 0.0